Record 1
# C15H38Ba2O13

C15H38Ba2O13 as an isolated structure at a distorted geometry (ωB97M-V/def2-TZVPD, the Open Molecules 2025 dataset).

Its total charge is +2. The HOMO-LUMO gap comes out at 0.262 Ha. As for the total energy: -44161.1219 eV. The LUMO energy is -6.0574 eV. Its energy above the lowest of the compared OMol25 structures with the same formula, charge and spin is 2.0 kcal/mol.

Structure (XYZ):
```
68
C15H38Ba2O13 ωB97M-V/def2-TZVPD
Ba -1.9105 3.4871 -3.0180
Ba 0.6455 -2.9996 3.3553
C 0.6898 0.4190 -0.4002
C -0.3851 1.0424 -1.2131
C -1.8926 0.9270 -0.6720
O -2.7866 1.6523 -1.1574
C -2.1877 -0.0368 0.4006
C -1.1274 -0.6361 1.0004
C 0.3355 -0.3986 0.6317
O 1.3557 -1.0840 1.0854
O -1.4841 -1.4638 1.9962
O -0.1943 1.6602 -2.2640
H 1.6711 0.4799 -0.8473
H -3.1773 -0.1988 0.8018
C 3.2725 2.0593 -2.5084
O 2.1699 1.7074 -3.3295
H 3.0762 2.8974 -1.8397
H 3.5685 1.1720 -1.9489
H 4.0994 2.4099 -3.1260
H 1.3773 1.5260 -2.8191
C 3.3401 -1.8745 -1.9265
O 3.6677 -1.2461 -0.6863
H 3.3880 -2.9572 -1.8101
H 2.3428 -1.5895 -2.2616
H 4.0591 -1.7234 -2.7317
H 2.9460 -1.3530 -0.0624
C -5.1309 -0.6225 -1.3721
O -5.1458 0.7032 -1.8359
H -4.9569 -0.7472 -0.3033
H -6.1152 -0.9936 -1.6578
H -4.3186 -1.1700 -1.8502
H -4.3216 1.1414 -1.6114
C -5.0360 -0.0708 3.6363
O -6.4330 -0.2858 3.7279
H -4.6405 -0.6327 2.7901
H -4.9133 1.0068 3.5281
H -4.5336 -0.5264 4.4895
H -6.8146 0.1035 4.5180
C -0.8115 -1.7755 -3.2304
O -1.2753 -2.3515 -4.4216
H 0.2575 -1.5700 -3.2860
H -1.2812 -0.8083 -3.0513
H -1.0731 -2.2784 -2.2994
H -2.2334 -2.3341 -4.3639
C -2.1813 -2.4007 5.1281
O -1.2044 -3.4003 5.4374
H -2.9077 -2.7711 4.4047
H -2.7927 -2.1341 5.9901
H -1.7655 -1.4460 4.8059
H -1.3212 -3.6138 6.3660
C 4.1371 -1.7994 2.9890
O 3.4831 -3.0307 2.9919
H 3.3811 -1.0274 2.8455
H 4.6699 -1.6610 3.9298
H 4.9054 -1.6964 2.2227
H 4.1193 -3.7445 3.0776
C 3.5054 1.8428 1.2596
O 4.1358 2.4020 2.3963
H 4.0023 2.1189 0.3296
H 3.5391 0.7534 1.2671
H 2.4481 2.1075 1.2719
H 4.9540 1.9325 2.5744
C 1.1413 4.7171 -4.8538
O 0.7571 4.2983 -3.5420
H 0.4482 5.5183 -5.1104
H 2.2059 4.9462 -4.9001
H 0.9382 3.8896 -5.5337
H 1.3187 3.5322 -3.4034
```

***

Record 2
# C28H27N2PtTe

C28H27N2PtTe as an isolated structure at a distorted geometry (ωB97M-V/def2-TZVPD, the Open Molecules 2025 dataset).

Its total charge is -1. The HOMO-LUMO gap comes out at 0.218 Ha. As for the total energy: -42995.5118 eV. The LUMO energy is 2.2151 eV. Its energy above the lowest of the compared OMol25 structures with the same formula, charge and spin is 15.2 kcal/mol.

Structure (XYZ):
```
59
C28H27N2PtTe ωB97M-V/def2-TZVPD
Pt 0.3964 1.1974 0.7490
C 6.3163 1.4859 2.0341
C 5.2323 0.6963 2.3920
C 3.9491 1.0801 2.0438
C 3.7545 2.2707 1.3454
C 4.8397 3.0650 0.9726
C 6.1165 2.6630 1.3227
N 2.4201 2.5822 1.0222
N 2.2002 3.7705 0.6933
C 0.8810 4.0556 0.3506
C 0.6549 5.3726 -0.0628
C -0.5954 5.7549 -0.5017
C -1.6042 4.7940 -0.5418
C -1.3699 3.4933 -0.1271
C -0.1269 3.0594 0.3621
H 7.3211 1.1783 2.2960
H 5.3876 -0.2301 2.9308
H 3.0873 0.4704 2.2858
H 4.6631 3.9724 0.4144
H 6.9673 3.2675 1.0321
H 1.4875 6.0635 -0.0413
H -0.7852 6.7704 -0.8249
H -2.5906 5.0656 -0.9027
H -2.1801 2.7786 -0.1886
C -1.3979 0.8652 1.6674
C -2.2866 -0.1780 1.0772
C -2.0631 -1.5394 1.3080
C -2.8819 -2.5062 0.7538
C -3.9462 -2.1445 -0.0600
C -4.1935 -0.8015 -0.2913
C -3.3826 0.1663 0.2801
H -1.0781 0.5393 2.6660
H -1.9602 1.7949 1.7756
H -1.2138 -1.8294 1.9183
H -2.6765 -3.5519 0.9389
H -4.5729 -2.9047 -0.5111
H -5.0273 -0.5015 -0.9159
H -3.6079 1.2125 0.1104
C -2.7416 -4.7973 -2.6584
C -1.7196 -3.8848 -2.0364
C -1.5951 -2.5628 -2.4327
C -0.6649 -1.6996 -1.8603
C -0.6326 -0.2797 -2.3426
C 0.1814 -2.1733 -0.8476
Te 1.7253 -0.9637 -0.0095
C 0.0491 -3.5012 -0.4231
C 0.8948 -4.0711 0.6820
C -0.8856 -4.3351 -1.0264
H -3.2743 -4.2948 -3.4660
H -3.4811 -5.1201 -1.9210
H -2.2772 -5.6969 -3.0693
H -2.2521 -2.1787 -3.2070
H -1.4620 -0.0906 -3.0252
H 0.3068 -0.0561 -2.8541
H -0.6960 0.4118 -1.4988
H 0.9516 -3.3871 1.5308
H 1.9240 -4.2292 0.3506
H 0.4901 -5.0274 1.0195
H -0.9754 -5.3608 -0.6781
```

***

Which of these has the highest total charge? C15H38Ba2O13